DFT (ωB97M-V with the def2-TZVPD basis set) results for a structure of composition C2H8F2InNO6S2.

Output
**F_max**: 0.215 hartree/bohr
**Net charge**: +2
**Relative energy (zero: lowest compared OMol25 entry of this formula, charge and spin)**: 44.0 kcal per mole
**HOMO energy**: -18.15 eV

XYZ file:
```
22
Properties=species:S:1:pos:R:3:forces:R:3
In -6.01383 18.16127 4.50275 -0.094 -0.144 0.192
N -8.28417 19.84066 4.97403 0.903 2.733 2.933
S -9.75506 19.97076 4.55681 -5.240 -3.716 -8.975
O -10.23997 21.15094 3.90242 0.991 -0.009 1.812
O -10.65500 19.16069 5.28749 0.282 0.018 1.287
F -9.40748 19.04899 3.22153 -0.640 0.556 1.397
S -8.38488 21.30919 5.87443 5.039 4.079 6.482
O -9.36083 21.46385 6.96377 0.410 -1.207 -3.443
O -7.82415 22.52268 5.31617 -1.584 -2.451 -0.749
F -7.14766 20.79905 6.76350 -0.252 -0.130 -0.666
C -5.65315 18.96862 8.55590 0.557 0.390 0.575
O -5.09428 18.50139 7.32909 -0.443 -0.153 -0.233
H -5.42297 20.03397 8.54375 -0.389 0.521 0.239
H -6.72382 18.81594 8.69164 0.031 -0.127 -0.330
H -5.07162 18.54180 9.37307 -0.438 -0.104 0.161
H -4.27658 18.13137 7.66975 0.583 -0.507 -0.747
C -9.38327 15.63986 4.07465 -1.150 0.419 0.783
O -8.04465 16.05349 4.04411 0.821 0.688 0.023
H -9.63352 15.28250 3.07577 -0.237 -0.377 -0.136
H -9.67560 15.01307 4.91713 0.644 -0.713 -0.338
H -10.04979 16.48288 4.25674 0.132 0.704 -0.439
H -7.46878 15.31824 4.26633 0.074 -0.469 0.172
```
Forces are in eV/Å.

Charges obtained by Mulliken population analysis, quoted in units of e: 1.127, 0.149, 1.025, -0.331, -0.327, -0.285, 0.878, -0.312, -0.350, -0.168, -0.595, -0.340, 0.290, 0.249, 0.356, 0.322, -0.479, -0.376, 0.316, 0.348, 0.144, 0.358